Entry 1:
Entry from the OMol25 dataset: 2 unconnected molecules or ions with the total composition C3Cl3N3O3 (ωB97M-V/def2-TZVPD).

Structure (XYZ):
```
12
Properties=species:S:1:pos:R:3:mulliken_charge:R:1
C 1.104 -1.524 -0.221 0.4759
C -0.154 -1.576 0.464 0.5352
C -0.574 2.287 -0.730 0.6370
N -0.269 -0.596 1.410 0.3487
N -0.246 1.702 -1.720 -0.2524
N 0.645 0.331 1.682 -0.4712
O 1.740 -2.023 -1.066 -0.3864
O -1.004 -2.424 0.218 -0.6186
O -0.648 2.760 0.321 -0.3787
Cl -1.725 -0.441 2.284 0.0186
Cl -0.780 1.372 -3.272 0.0216
Cl 1.910 0.133 0.629 0.0704
```

Output
**Gap between HOMO and LUMO (spin up / spin down)**: 7.875 / 7.158 eV
**Charge**: 0
**HOMO (spin up / spin down)**: -8.622 / -8.085 eV
**Spin multiplicity**: 1

***

Entry 2:
Entry from the OMol25 dataset: 2 unconnected molecules or ions with the total composition C3Cl4O2 (ωB97M-V/def2-TZVPD).

Structure (XYZ):
```
9
Properties=species:S:1:pos:R:3:mulliken_spin:R:1
C -0.382 0.358 -2.901 1.6403
C -0.076 -0.903 0.800 0.0152
C 0.419 0.473 0.947 0.0048
O -0.925 1.358 -3.034 0.2319
O -0.900 0.104 1.237 -0.0004
Cl -0.222 -1.470 -0.865 0.0787
Cl 0.073 -2.187 1.941 0.0119
Cl 0.811 1.380 -0.478 0.0141
Cl 1.201 0.887 2.353 0.0034
```

Output
**Gap between HOMO and LUMO (spin up / spin down)**: 6.798 / 7.306 eV
**Charge**: 0
**HOMO (spin up / spin down)**: -6.330 / -11.263 eV
**Spin multiplicity**: 3

***

Entry 3:
Entry from the OMol25 dataset: 2 unconnected molecules or ions with the total composition C3ClF6NO3S (ωB97M-V/def2-TZVPD).

Structure (XYZ):
```
15
Properties=species:S:1:pos:R:3:mulliken_charge:R:1
C 1.521 -0.435 -0.176 0.3679
C 2.296 0.392 0.472 0.5191
C -1.063 -1.362 0.465 0.7318
N -0.280 -0.351 0.867 -0.3313
O -0.097 0.943 -1.640 -0.4977
O -2.474 1.275 -1.072 -0.4884
O -0.827 0.877 0.757 -0.1077
F 3.607 0.405 0.202 -0.2082
F 2.004 0.962 1.609 -0.1674
F -2.187 -1.493 1.205 -0.2891
F -0.440 -2.539 0.669 -0.2337
F -1.484 -1.339 -0.864 -0.2426
F -0.892 2.847 -0.397 -0.2279
S -1.143 1.329 -0.746 1.2495
Cl 1.458 -1.511 -1.352 -0.0745
```

Output
**Gap between HOMO and LUMO**: 9.292 eV
**Charge**: 0
**HOMO**: -10.650 eV
**Spin multiplicity**: 1

***

Entry 4:
Entry from the OMol25 dataset: a molecular structure, C3CrO3 (ωB97M-V/def2-TZVPD).

Structure (XYZ):
```
7
Properties=species:S:1:pos:R:3:mulliken_spin:R:1
C 0.398 -0.975 0.047 -0.0724
C 1.738 -1.140 0.294 -0.0361
O 2.859 -1.528 0.206 -0.0361
O -2.030 1.746 -0.662 0.0341
O 0.824 -0.689 1.385 0.0869
C -2.371 2.791 -0.947 -0.0028
Cr -1.418 -0.204 -0.323 4.0264
```

Output
**Gap between HOMO and LUMO (spin up / spin down)**: 7.839 / 8.226 eV
**Charge**: +2
**HOMO (spin up / spin down)**: -21.373 / -21.380 eV
**Spin multiplicity**: 5